No. 1
111
Properties=species:S:1:pos:R:3 method="wB97M-V/def2-TZVPD" total_energy_ev=-86416.7509 fmax_ev_per_a=7.591 total_charge=+1 spin_multiplicity=1 gap_ev=6.9 mol_weight_g_mol=966.81
C 10.3936 1.1620 -1.4809
C 9.2937 0.7793 -2.6204
C 8.1719 -0.1042 -1.8637
C 8.6693 2.1157 -3.3381
C 7.0715 2.0621 -3.3766
C 6.2889 3.1617 -2.6102
N 4.9250 2.7041 -2.8795
C 3.8413 3.5502 -2.2703
C 3.8274 3.3109 -0.6613
C 4.3193 1.8404 -0.2211
O 4.6573 4.3241 -0.0384
C 4.8015 1.5259 -3.6741
C 3.4902 0.7406 -4.1166
C 3.0358 -0.3148 -2.9898
C 4.2099 -1.2485 -2.4236
I 3.4964 -2.1516 -0.5319
N 6.1535 1.1254 -3.9893
H 9.8212 1.1162 -0.4769
H 11.1861 0.3401 -1.5107
H 10.8036 2.2205 -1.5916
H 9.7457 0.1350 -3.4666
H 7.5094 0.5183 -1.1535
H 7.4592 -0.6374 -2.5925
H 8.6900 -0.9069 -1.2293
H 9.1562 2.3432 -4.3437
H 8.9433 2.9813 -2.6223
H 6.6505 4.0446 -1.9968
H 4.1945 4.6433 -2.4093
H 2.8212 3.4183 -2.7643
H 2.7352 3.4366 -0.3113
H 3.5853 1.0150 -0.5211
H 5.3762 1.5770 -0.5658
H 4.3324 1.8505 0.9371
H 5.4959 3.8572 0.2016
H 3.5508 0.2548 -5.1473
H 2.6498 1.5347 -4.1945
H 2.4351 0.1988 -2.1485
H 2.2763 -1.0249 -3.5001
H 5.1701 -0.7027 -2.1397
H 4.4606 -2.0876 -3.1676
H 6.5209 0.3369 -4.5402
C -0.5961 -2.8388 -0.3433
C -1.9515 -3.1370 -0.4551
C -2.8769 -2.4841 0.3516
C -2.4332 -1.5292 1.2656
C -1.0773 -1.2322 1.3873
C -0.1587 -1.8923 0.5783
N -3.4060 -0.8202 2.1000
O -4.5873 -1.1197 1.9802
O -2.9846 0.0334 2.8663
H 0.1236 -3.3469 -0.9790
H -2.2865 -3.8772 -1.1744
H -3.9298 -2.7253 0.2547
H -0.7236 -0.4948 2.0991
H 0.9005 -1.6665 0.6626
C 6.6248 3.9343 -10.2004
C 7.6710 3.1197 -9.7757
C 7.4339 2.1048 -8.8553
C 6.1412 1.9113 -8.3691
C 5.0908 2.7287 -8.7849
C 5.3384 3.7427 -9.7035
N 5.8818 0.8287 -7.4196
O 6.8311 0.1418 -7.0606
O 4.7299 0.6658 -7.0373
H 6.8129 4.7221 -10.9236
H 8.6715 3.2748 -10.1655
H 8.2576 1.4772 -8.5328
H 4.0835 2.5879 -8.4081
H 4.5279 4.3825 -10.0362
C -7.7298 -1.7251 2.5338
C -9.0858 -2.0207 2.4252
C -10.0088 -1.3658 3.2339
C -9.5618 -0.4116 4.1465
C -8.2047 -0.1167 4.2651
C -7.2887 -0.7788 3.4540
N -10.5319 0.2990 4.9826
O -11.7141 0.0007 4.8647
O -10.1081 1.1519 5.7477
H -7.0126 -2.2342 1.8969
H -9.4238 -2.7606 1.7068
H -11.0622 -1.6053 3.1394
H -7.8484 0.6209 4.9760
H -6.2312 -0.5551 3.5358
C 5.1361 -3.3335 5.8360
C 4.5140 -4.3772 5.1567
C 3.4273 -4.1192 4.3280
C 2.9739 -2.8087 4.1833
C 3.5878 -1.7604 4.8667
C 4.6722 -2.0285 5.6954
N 1.8459 -2.5288 3.2923
O 1.3193 -3.4783 2.7231
O 1.4960 -1.3623 3.1640
H 5.9877 -3.5382 6.4778
H 4.8790 -5.3925 5.2713
H 2.9515 -4.9412 3.8044
H 3.2381 -0.7389 4.7635
H 5.1592 -1.2196 6.2298
C -15.6569 -0.7869 4.5630
C -14.8831 -0.3615 5.6389
C -15.4298 -0.3229 6.9176
C -16.7533 -0.7176 7.1077
C -17.5352 -1.1372 6.0331
C -16.9811 -1.1699 4.7577
N -17.3257 -0.7027 8.4563
O -16.6162 -0.3108 9.3723
O -18.4792 -1.0868 8.5902
H -15.2252 -0.8210 3.5670
H -13.8517 -0.0626 5.4807
H -14.8164 0.0104 7.7475
H -18.5670 -1.4412 6.1719
H -17.5803 -1.4978 3.9145


No. 2
106
Properties=species:S:1:pos:R:3 method="wB97M-V/def2-TZVPD" total_energy_ev=-164022.9353 fmax_ev_per_a=2.620 spin_multiplicity=1 gap_ev="5.0 / 5.0" mol_weight_g_mol=1080.63
Rh 0.3942 -1.0291 0.1732
C 3.4795 -1.4456 4.7865
S 1.6716 -1.4173 4.7464
C 1.3893 -1.4943 3.0253
S -0.2763 -1.4136 2.5159
N 2.3652 -1.7122 2.2349
N 2.1386 -1.8925 0.8949
C 1.8658 -3.1539 0.5292
C 2.1089 -3.6222 -0.7644
C 2.0687 -5.0053 -1.0647
C 2.6317 -5.4875 -2.2078
C 3.3218 -4.5800 -3.0620
C 3.2279 -3.2533 -2.8223
N 2.5224 -2.7286 -1.7629
H 3.7602 -1.4722 5.8383
H 3.8403 -0.5432 4.2999
H 3.8437 -2.3296 4.2719
H 1.6507 -3.8948 1.2996
H 1.6268 -5.6761 -0.3401
H 2.6020 -6.5451 -2.4283
H 3.9026 -4.9407 -3.8988
H 3.7043 -2.5146 -3.4553
C -1.7819 5.6484 1.6226
C -1.1843 4.2671 1.5400
C -0.2119 3.8569 2.4480
C 0.4724 2.6637 2.2977
C 1.4918 2.2751 3.3070
O 2.6139 1.9192 3.0215
C 1.0633 2.3969 4.7406
C -0.2655 2.2620 5.1371
C -0.6073 2.3844 6.4757
C 0.3695 2.6363 7.4275
C 1.7000 2.7389 7.0422
C 2.0420 2.6137 5.7074
C 0.2006 1.8035 1.1826
O 1.0256 0.8875 0.8379
C -1.0003 2.1010 0.4344
C -1.5942 3.3597 0.5857
C -1.5836 1.1484 -0.4841
N -1.4306 -0.1339 -0.3757
C -2.2356 -0.9999 -1.2509
C -2.3541 -2.4401 -0.7255
Te -4.3575 -2.9566 -0.0995
C -4.3085 -1.8299 1.7079
C -4.4886 -0.4516 1.6783
C -4.4530 0.2779 2.8579
C -4.2570 -0.3692 4.0697
C -4.0886 -1.7447 4.1003
C -4.1096 -2.4756 2.9209
C -2.3915 1.6826 -1.6207
C -1.7895 1.6953 -2.8766
C -2.4808 2.1736 -3.9776
C -3.7825 2.6333 -3.8322
C -4.3954 2.5962 -2.5896
C -3.7044 2.1206 -1.4849
H -1.6002 6.0891 2.6026
H -2.8580 5.6338 1.4433
H -1.3306 6.3061 0.8756
H 0.0427 4.5026 3.2813
H -1.0265 2.0315 4.4033
H -1.6442 2.2928 6.7755
H 0.0969 2.7382 8.4704
H 2.4694 2.9208 7.7819
H 3.0744 2.6810 5.3873
H -2.4327 3.6188 -0.0492
H -3.2408 -0.5832 -1.3509
H -1.7980 -1.0111 -2.2588
H -1.7031 -2.5895 0.1390
H -2.0844 -3.1729 -1.4818
H -4.6596 0.0514 0.7338
H -4.5884 1.3525 2.8312
H -4.2312 0.1984 4.9913
H -3.9226 -2.2513 5.0423
H -3.9619 -3.5472 2.9466
H -0.7685 1.3395 -2.9725
H -2.0116 2.1851 -4.9530
H -4.3170 3.0219 -4.6892
H -5.4174 2.9361 -2.4826
H -4.1874 2.0778 -0.5162
C 1.9185 -2.5015 -5.5780
Si 0.6401 -1.9581 -4.2800
C -0.4673 -0.6876 -5.1397
C -0.4282 -3.4713 -3.8937
As 1.4068 -1.2060 -2.1025
Si 3.0272 0.4870 -2.6090
C 4.7625 -0.1140 -2.1751
C 2.9246 1.0003 -4.4346
C 2.5390 1.9890 -1.5894
H 1.4690 -2.4005 -6.5682
H 2.1950 -3.5454 -5.4376
H 2.8361 -1.9120 -5.5738
H -0.9171 -1.1584 -6.0161
H 0.0965 0.1831 -5.4807
H -1.2754 -0.3401 -4.4954
H -0.6361 -4.0541 -4.7931
H -1.3865 -3.1626 -3.4729
H 0.0642 -4.1298 -3.1729
H 5.2335 -0.6546 -2.9980
H 4.7265 -0.7729 -1.3049
H 5.3983 0.7366 -1.9257
H 3.0560 0.1695 -5.1296
H 3.7026 1.7364 -4.6472
H 1.9619 1.4687 -4.6510
H 2.5369 1.7370 -0.5273
H 1.5295 2.3255 -1.8424
H 3.2237 2.8247 -1.7471


No. 3
111
Properties=species:S:1:pos:R:3 method="wB97M-V/def2-TZVPD" total_energy_ev=-95198.6816 fmax_ev_per_a=0.384 total_charge=-2 spin_multiplicity=1 gap_ev=3.8 mol_weight_g_mol=943.16
Rb -0.6001 0.4291 -0.1992
C 3.1331 3.1003 4.7459
N 2.2227 2.2468 4.0065
C 1.6806 1.0649 4.4540
C 0.8897 0.5907 3.4405
N 0.9466 1.4582 2.3808
C 1.7442 2.4361 2.7347
P 2.0484 3.9433 1.7751
C 2.7092 3.2730 0.2075
N 2.1448 2.3731 -0.5619
C 2.8525 2.3596 -1.7326
C 3.8752 3.2660 -1.6656
N 3.7783 3.8526 -0.4316
C 4.6733 4.8727 0.0900
C 0.3502 4.3313 1.2525
N -0.4854 3.5036 0.6787
C -1.6450 4.1907 0.4565
C -1.4912 5.4809 0.8960
N -0.2176 5.5713 1.4020
C 0.3688 6.7492 2.0181
H 3.4160 2.5897 5.6622
H 4.0339 3.3039 4.1700
H 2.6686 4.0514 5.0050
H 1.9016 0.6808 5.4374
H 0.2706 -0.3037 3.3825
H 2.5744 1.7103 -2.5536
H 4.6455 3.5476 -2.3671
H 5.5369 4.9444 -0.5665
H 4.1872 5.8457 0.1375
H 5.0145 4.6127 1.0883
H -2.5147 3.6887 0.0354
H -2.1658 6.3227 0.9238
H -0.3869 7.5296 2.0563
H 0.7019 6.5397 3.0325
H 1.2192 7.1174 1.4464
C 1.4751 -2.1682 -4.4965
C 1.7693 -0.9991 -5.2284
N 0.7263 -0.1805 -5.2820
N -0.2570 -0.8010 -4.5934
C 0.1599 -1.9898 -4.1133
B -1.6907 -0.1934 -4.4822
N -2.5242 -1.0358 -3.4786
C -3.6821 -1.7048 -3.6863
C -4.0379 -2.3223 -2.5010
C -3.0168 -1.9465 -1.6007
N -2.1333 -1.1632 -2.1992
N -1.5736 1.2815 -4.0229
C -2.3807 2.2955 -4.3937
C -1.9624 3.4361 -3.7436
C -0.8570 3.0007 -2.9866
N -0.6285 1.7061 -3.1546
H 2.1181 -3.0047 -4.2725
H 2.6957 -0.7158 -5.7127
H -0.4949 -2.6075 -3.5196
H -2.2642 -0.2508 -5.5568
H -4.1556 -1.7021 -4.6574
H -4.9077 -2.9292 -2.3079
H -2.8948 -2.1779 -0.5489
H -3.2079 2.1270 -5.0660
H -2.4025 4.4189 -3.7895
H -0.2320 3.5679 -2.3125
C 3.7352 -1.2168 -1.1706
P 2.3655 -1.7592 -0.0533
C 3.1049 -1.2439 1.5566
C 2.6859 -3.5924 0.0027
C 3.9459 -4.0632 0.3829
C 4.2177 -5.4145 0.5066
C 3.2115 -6.3355 0.2599
C 1.9588 -5.8888 -0.1184
C 1.6658 -4.5287 -0.2692
P -0.0397 -3.9959 -0.8274
C -1.0892 -4.8212 0.4388
C -0.2811 -5.2194 -2.1982
H 4.6716 -1.7532 -0.9954
H 3.8935 -0.1489 -1.0030
H 3.4268 -1.3505 -2.2105
H 4.1391 -1.5705 1.6961
H 2.4853 -1.6249 2.3709
H 3.0595 -0.1518 1.5935
H 4.7365 -3.3525 0.5969
H 5.2044 -5.7483 0.8056
H 3.4032 -7.3967 0.3660
H 1.1813 -6.6215 -0.3041
H -0.8487 -5.8805 0.5685
H -2.1278 -4.7251 0.1117
H -0.9982 -4.2942 1.3901
H -0.1161 -6.2546 -1.8880
H 0.3798 -4.9839 -3.0344
H -1.3125 -5.1178 -2.5461
F -2.9345 -4.4657 5.1682
C -2.3783 -3.6045 4.2494
C -3.1736 -2.6493 3.6516
C -2.5859 -1.7800 2.7204
C -1.2225 -1.8114 2.3450
C -0.5013 -2.8231 3.0141
C -1.0396 -3.7196 3.9541
H -4.2262 -2.5851 3.9143
H -3.2428 -1.0361 2.2660
H 0.5696 -2.9453 2.8066
H -0.4437 -4.4897 4.4389
C -6.4601 1.9700 1.4021
C -5.3138 2.1757 2.1659
C -4.0502 1.9691 1.5974
C -3.8254 1.5530 0.2622
C -5.0296 1.3630 -0.4556
C -6.3082 1.5565 0.0792
H -7.4476 2.1184 1.8301
H -5.4106 2.4896 3.2072
H -3.1868 2.1352 2.2525
H -4.9749 1.0371 -1.4977
H -7.1945 1.3814 -0.5314


No. 4
111
Properties=species:S:1:pos:R:3 method="wB97M-V/def2-TZVPD" total_energy_ev=-95198.8881 fmax_ev_per_a=0.454 total_charge=-2 spin_multiplicity=1 gap_ev=4.4 mol_weight_g_mol=943.16
Rb -0.0908 -0.1045 -0.1180
C 5.4391 -1.4780 2.9652
N 4.0163 -1.5333 2.7010
C 3.0204 -1.6093 3.6433
C 1.8390 -1.6019 2.9512
N 2.0900 -1.5030 1.6154
C 3.3919 -1.4650 1.4801
P 4.2714 -1.6265 -0.1082
C 3.9221 -0.0337 -0.9081
N 2.7453 0.5303 -1.0188
C 2.9167 1.6474 -1.7807
C 4.2289 1.7576 -2.1504
N 4.8737 0.6779 -1.5988
C 6.2925 0.4035 -1.6824
C 3.0309 -2.6683 -0.9411
N 1.8599 -2.2640 -1.3659
C 1.2064 -3.3741 -1.8162
C 1.9932 -4.4786 -1.6380
N 3.1629 -4.0247 -1.0840
C 4.2721 -4.8439 -0.6433
H 5.6021 -1.0833 3.9657
H 5.9016 -2.4643 2.8950
H 5.9283 -0.8196 2.2512
H 3.2431 -1.6612 4.6972
H 0.8169 -1.6981 3.2955
H 2.0879 2.3011 -2.0132
H 4.7571 2.4862 -2.7437
H 6.7490 1.1402 -2.3396
H 6.7673 0.4702 -0.7032
H 6.4780 -0.5899 -2.0884
H 0.2041 -3.3115 -2.2142
H 1.8250 -5.5276 -1.8195
H 4.0995 -5.8679 -0.9665
H 5.2096 -4.4931 -1.0732
H 4.3620 -4.8343 0.4434
C 1.9865 -0.0148 -5.5337
C 1.9201 -0.4643 -4.1983
N 0.7394 -0.2021 -3.6584
N 0.0187 0.4034 -4.6227
C 0.7386 0.5301 -5.7575
B -1.4299 0.9187 -4.4095
N -2.3454 -0.1837 -3.8361
C -3.5165 -0.5887 -4.3764
C -4.0148 -1.6140 -3.6005
C -3.0425 -1.7730 -2.5895
N -2.0484 -0.9083 -2.7423
N -1.4266 2.1806 -3.5094
C -1.3993 3.4616 -3.9323
C -1.3528 4.2781 -2.8206
C -1.3426 3.3766 -1.7375
N -1.3961 2.1203 -2.1639
H 2.8114 -0.0790 -6.2260
H 2.6788 -0.9535 -3.6009
H 0.3188 0.9974 -6.6348
H -1.8619 1.2361 -5.4994
H -3.9080 -0.1217 -5.2664
H -4.9310 -2.1642 -3.7445
H -3.0243 -2.4699 -1.7604
H -1.4067 3.6985 -4.9852
H -1.3089 5.3549 -2.7915
H -1.2680 3.5873 -0.6796
C -0.4448 1.1982 4.3419
P -1.5420 0.4675 3.0481
C -2.2594 -0.9019 4.0629
C -2.9490 1.6722 3.0530
C -3.1896 2.5562 4.1022
C -4.1513 3.5517 4.0028
C -4.8913 3.6815 2.8371
C -4.6853 2.7956 1.7897
C -3.7341 1.7796 1.8814
P -3.4703 0.5217 0.5500
C -4.3634 1.2544 -0.8846
C -4.8266 -0.6316 1.0835
H -0.8919 1.2052 5.3410
H -0.1637 2.2082 4.0381
H 0.4673 0.5987 4.3634
H -2.7848 -0.5187 4.9440
H -1.4336 -1.5471 4.3680
H -2.9230 -1.5218 3.4611
H -2.5927 2.4940 5.0056
H -4.3061 4.2407 4.8257
H -5.6208 4.4781 2.7393
H -5.2624 2.9093 0.8797
H -5.4211 1.4471 -0.6795
H -4.2834 0.5341 -1.7024
H -3.8619 2.1663 -1.2087
H -5.7616 -0.0829 1.2233
H -4.5630 -1.1351 2.0136
H -4.9609 -1.3923 0.3102
F 1.3293 7.0297 2.1697
C 1.1716 5.6968 1.8528
C 2.2270 5.0090 1.2970
C 2.0447 3.6537 0.9870
C 0.8558 2.9243 1.1976
C -0.1592 3.7254 1.7676
C -0.0353 5.0833 2.0983
H 3.1646 5.5259 1.1114
H 2.9057 3.1450 0.5475
H -1.1369 3.2845 1.9673
H -0.8550 5.6518 2.5292
C -1.7597 -5.8054 0.9317
C -2.6124 -4.7144 0.7927
C -2.1655 -3.4326 1.1287
C -0.8717 -3.1332 1.6143
C -0.0619 -4.2825 1.7301
C -0.4703 -5.5785 1.4065
H -2.0898 -6.8065 0.6729
H -3.6240 -4.8686 0.4200
H -2.8740 -2.6129 0.9804
H 0.9700 -4.1671 2.0826
H 0.2157 -6.4180 1.5123